(1)
Formula: C26H42FN7O10P2RuSSi
Source: OMol25
Level of theory: ωB97M-V with the def2-TZVPD basis set

Element x y z (Å)
Ru (-0.718, 0.436, 0.797)
C (3.390, -0.144, 3.844)
Si (2.430, 0.182, 2.284)
C (2.113, -1.508, 1.544)
C (3.546, 1.177, 1.186)
N (0.836, 1.019, 2.446)
C (0.457, 1.767, 3.486)
C (1.214, 1.943, 4.694)
C (0.748, 2.706, 5.731)
C (-0.490, 3.360, 5.638)
C (-1.257, 3.251, 4.474)
C (-0.776, 2.486, 3.460)
F (-1.501, 2.401, 2.341)
H (4.213, -0.812, 3.561)
H (2.815, -0.639, 4.638)
H (3.842, 0.769, 4.249)
H (2.935, -1.784, 0.873)
H (1.188, -1.591, 0.969)
H (2.095, -2.225, 2.377)
H (4.550, 1.142, 1.626)
H (3.253, 2.228, 1.100)
H (3.605, 0.746, 0.181)
H (2.173, 1.454, 4.784)
H (1.345, 2.804, 6.628)
H (-0.854, 3.958, 6.464)
H (-2.207, 3.759, 4.361)
C (-4.209, -2.955, 0.879)
C (-2.761, -3.431, 0.976)
O (-2.776, -4.856, 1.076)
P (-1.912, -2.696, 2.454)
O (-0.603, -3.580, 2.575)
O (-2.827, -3.270, 3.603)
O (-1.687, -1.225, 2.526)
P (-1.748, -2.959, -0.517)
O (-0.696, -4.125, -0.670)
O (-2.648, -2.949, -1.770)
O (-1.034, -1.685, -0.233)
H (-4.777, -3.407, 1.690)
H (-4.640, -3.270, -0.072)
H (-4.292, -1.869, 0.960)
H (-2.035, -5.184, 1.599)
H (0.183, -3.214, 2.122)
H (-2.636, -2.933, 4.499)
H (-1.062, -4.977, -0.987)
N (-2.757, -1.232, -2.812)
C (-2.848, -0.080, -1.898)
C (-2.802, 1.313, -2.531)
C (-2.868, 2.407, -1.448)
N (-1.619, 2.403, -0.644)
C (-4.082, 2.210, -0.541)
C (-4.188, 0.800, 0.030)
N (-3.114, 0.535, 1.014)
C (-4.119, -0.229, -1.083)
H (-1.917, -1.192, -3.382)
H (-3.551, -1.263, -3.443)
H (-2.643, -2.076, -2.361)
H (-2.002, -0.172, -1.239)
H (-3.652, 1.439, -3.207)
H (-1.888, 1.432, -3.124)
H (-2.981, 3.369, -1.941)
H (-1.675, 3.118, 0.072)
H (-0.837, 2.643, -1.238)
H (-4.983, 2.407, -1.124)
H (-4.062, 2.950, 0.271)
H (-5.156, 0.704, 0.517)
H (-3.188, -0.395, 1.402)
H (-3.203, 1.168, 1.799)
H (-4.990, -0.096, -1.732)
H (-4.175, -1.240, -0.667)
O (4.524, -2.994, -5.058)
S (5.773, -2.260, -5.181)
O (6.380, -2.352, -6.489)
O (6.690, -2.523, -4.076)
C (5.339, -0.508, -4.885)
N (6.110, 0.505, -5.355)
C (5.791, 1.734, -4.964)
C (4.731, 2.014, -4.108)
C (4.005, 0.925, -3.684)
N (4.287, -0.310, -4.063)
C (2.856, 0.968, -2.745)
C (2.483, 2.082, -1.994)
C (1.456, 1.965, -1.084)
N (0.760, 0.830, -0.910)
C (1.110, -0.243, -1.656)
C (2.140, -0.215, -2.561)
H (6.412, 2.538, -5.349)
H (4.503, 3.035, -3.813)
H (3.014, 3.020, -2.080)
H (1.179, 2.806, -0.453)
H (0.536, -1.144, -1.498)
H (2.433, -1.096, -3.127)

As for the net charge: +1. Its spin multiplicity is 6. Its LUMO energy (alpha / beta) is -2.861 / -5.654 eV.

Atom charges from the Mulliken analysis, given in e for atoms 1 to 2:
1. Ru 1.1505
2. C -1.5292

***

(2)
Formula: C20H66BaF3O18
Source: OMol25
Level of theory: ωB97M-V with the def2-TZVPD basis set

Element x y z (Å)
Ba (4.039, -0.379, 1.146)
C (0.577, 0.438, 1.535)
O (1.145, -0.187, 0.380)
O (1.570, 0.395, 2.495)
C (-0.079, 1.773, 1.189)
F (-0.658, 2.282, 2.283)
F (0.777, 2.686, 0.678)
F (-1.050, 1.658, 0.243)
C (0.244, -0.878, -0.472)
C (1.145, -1.609, -1.464)
H (0.523, -2.047, -2.250)
H (1.725, -0.849, -1.995)
H (1.817, -2.342, -1.023)
H (-0.362, -0.223, -1.098)
H (-0.422, -1.624, -0.029)
H (-0.257, -0.173, 1.912)
O (4.940, -2.097, -1.016)
C (4.891, -3.434, -0.532)
C (3.818, -3.862, 0.544)
O (3.621, -3.081, 1.710)
H (5.895, -3.729, -0.181)
H (4.738, -4.082, -1.414)
H (4.125, -4.852, 0.928)
H (2.847, -4.099, 0.075)
C (2.118, -0.630, -6.045)
O (1.859, -0.807, -4.648)
H (3.072, -0.158, -6.271)
H (1.983, -1.599, -6.525)
H (1.328, 0.041, -6.378)
H (2.570, -1.256, -4.175)
C (1.673, 6.528, 2.207)
O (2.152, 5.261, 1.779)
H (2.184, 6.908, 3.098)
H (1.794, 7.280, 1.428)
H (0.606, 6.385, 2.407)
H (1.864, 4.591, 2.439)
C (-1.011, -5.781, -1.528)
O (-2.418, -5.796, -1.670)
H (-0.745, -5.039, -0.773)
H (-0.592, -6.752, -1.280)
H (-0.547, -5.459, -2.470)
H (-2.770, -4.892, -1.747)
C (3.482, 2.350, -1.139)
O (3.482, 0.915, -1.109)
H (2.748, 2.668, -1.883)
H (3.317, 2.891, -0.209)
H (4.444, 2.733, -1.500)
H (3.662, 0.616, -2.006)
C (-1.406, -2.874, -5.023)
O (-1.098, -3.824, -6.035)
H (-0.498, -2.496, -4.564)
H (-1.967, -2.044, -5.466)
H (-2.045, -3.331, -4.262)
H (-1.900, -4.197, -6.403)
C (0.139, -3.368, 2.627)
O (1.330, -4.018, 3.014)
H (0.317, -2.287, 2.574)
H (-0.256, -3.741, 1.677)
H (-0.605, -3.526, 3.411)
H (2.065, -3.705, 2.428)
C (1.384, 3.392, 4.711)
O (1.958, 3.120, 3.426)
H (0.402, 2.928, 4.818)
H (2.044, 2.984, 5.483)
H (1.297, 4.464, 4.900)
H (1.774, 2.157, 3.356)
C (-1.748, 4.941, -0.950)
O (-2.276, 5.263, -2.230)
H (-1.428, 3.909, -0.809)
H (-0.905, 5.599, -0.739)
H (-2.515, 5.251, -0.232)
H (-2.970, 4.645, -2.467)
C (0.877, -1.457, 5.749)
O (0.642, -0.144, 5.209)
H (1.949, -1.562, 5.924)
H (0.357, -1.480, 6.707)
H (0.483, -2.219, 5.079)
H (1.077, -0.125, 4.336)
C (-0.118, 1.429, -3.078)
O (-0.533, 0.239, -3.740)
H (0.154, 2.181, -3.823)
H (-0.904, 1.795, -2.421)
H (0.757, 1.217, -2.459)
H (0.225, -0.283, -4.066)
C (-2.284, 5.414, 2.577)
O (-3.529, 6.071, 2.783)
H (-1.804, 5.128, 3.518)
H (-2.498, 4.525, 1.995)
H (-1.554, 6.061, 2.086)
H (-3.400, 7.005, 2.957)
C (-2.796, -0.574, 2.881)
O (-4.069, -1.182, 2.773)
H (-2.623, 0.104, 2.050)
H (-2.669, -0.043, 3.834)
H (-1.973, -1.294, 2.984)
H (-4.203, -1.724, 3.554)
C (-4.050, -3.262, -0.285)
O (-3.869, -3.345, -1.682)
H (-4.874, -2.572, -0.038)
H (-4.392, -4.206, 0.139)
H (-3.240, -2.836, 0.316)
H (-3.329, -2.552, -1.934)
C (-3.732, 0.082, -1.932)
O (-2.923, -0.940, -2.480)
H (-3.160, 0.748, -1.278)
H (-4.145, 0.733, -2.713)
H (-4.574, -0.357, -1.401)
H (-2.232, -0.503, -3.013)

As for the net charge: -1. Its LUMO energy is 1.522 eV.

Atom charges from the Mulliken analysis, given in e for atoms 1 to 2:
1. Ba 1.7409
2. C 1.6498

***

(3)
Formula: C5H5FOS
Source: OMol25
Level of theory: ωB97M-V with the def2-TZVPD basis set

Element x y z (Å)
C (1.917, 0.160, 0.004)
C (0.604, -0.562, 0.002)
C (-0.663, -0.098, 0.005)
C (-1.779, -1.074, -0.033)
C (-1.086, 1.268, -0.023)
H (2.043, 0.803, -0.878)
H (2.003, 0.838, 0.859)
H (0.678, -1.649, 0.023)
H (-1.406, -2.145, 0.001)
H (-2.177, 1.372, 0.098)
O (-2.919, -0.768, -0.016)
F (2.917, -0.750, -0.024)
S (-0.131, 2.605, -0.017)

As for the structure (SMILES): O=C/C(C=S)=C/CF. As for the net charge: 0. Its LUMO energy is -1.318 eV.

Atom charges from the Mulliken analysis, given in e for atoms 1 to 2:
1. C -0.4923
2. C -0.1026

***

(4)
Formula: C4H15N2O2
Source: OMol25
Level of theory: ωB97M-V with the def2-TZVPD basis set

Element x y z (Å)
N (0.895, -0.689, -1.231)
C (0.028, -1.827, -0.629)
C (-1.244, -1.330, 0.005)
N (-1.519, -0.166, -0.881)
C (-1.488, 1.064, 0.005)
C (-0.367, 1.313, 0.998)
O (0.947, 1.838, 0.538)
H (0.614, 0.313, -1.108)
H (0.861, -0.722, -2.276)
H (1.825, -0.817, -0.757)
H (-0.192, -2.560, -1.476)
H (0.480, -2.490, 0.171)
H (-2.157, -2.050, -0.154)
H (-1.118, -1.136, 1.012)
H (-2.381, -0.143, -1.317)
H (-1.262, 1.817, -0.764)
H (-2.523, 1.280, 0.549)
H (-0.106, 0.393, 1.634)
H (-0.711, 1.962, 1.814)
H (0.796, 2.366, -0.310)
H (2.308, 0.979, 1.058)
H (3.499, 0.365, 1.850)
O (2.814, 0.240, 1.268)

As for the net charge: +1. Its LUMO energy is -3.170 eV.

Atom charges from the Mulliken analysis, given in e for atoms 1 to 2:
1. N -0.1985
2. C -0.4385